## 1
C4H13NO | ωB97M-V with the def2-TZVPD basis set

Last column: Löwdin charge in e.
Element x y z (Å)
H -2.6494 -1.5706 -0.7327  0.0645
H 1.1017 2.3178 -0.3882  0.0013
C 1.6499 -0.0184 1.8018  -0.0897
H -0.4663 -1.7298 -1.6346  0.1140
C 1.2434 -0.3810 0.3839  -0.2915
N -0.2111 -0.2223 0.1626  -0.1124
H -0.7130 -0.7902 0.8459  0.1123
O 0.2278 2.6555 -0.2476  -0.0571
C -2.1699 -0.7034 -1.1818  -0.1176
H -0.2494 2.0360 0.3158  0.0161
C -0.6450 -0.7801 -1.1097  -0.3170
H 1.6183 -1.3689 0.0659  0.1115
H 2.0522 -0.8380 2.3772  0.0653
H 1.6489 0.2755 -0.3907  0.0943
H 2.1920 0.9319 1.7747  0.0709
H -2.6697 -0.3645 -2.0893  0.0703
H -2.4919 0.1471 -0.5471  0.0738
H -0.3059 0.0034 -1.8237  0.1157
H 0.8373 0.3999 2.4177  0.0753

Calculated values
HOMO-LUMO gap = 10.5 eV
LUMO level = 0.97 eV
2S+1 = 1
Structure (SMILES) = CCNCC.O
Highest occupied orbital energy = -9.6 eV

=====

## 2
C4H13NO | ωB97M-V with the def2-TZVPD basis set

Last column: Löwdin charge in e.
Element x y z (Å)
H -3.2458 -0.3594 0.0300  0.0516
C 0.1311 2.2093 -0.6755  -0.2824
H -2.6657 0.7453 -1.2172  0.0698
H 1.9848 1.5217 -0.0501  0.0605
N -0.2755 0.8431 -1.0588  -0.1208
H 0.4405 2.6621 -1.6129  0.1010
H -0.7842 -0.9473 -0.3248  0.1105
H 3.3270 -6.6400 1.4325  0.0273
C 1.2808 2.2379 0.3119  -0.0954
H 2.0489 -6.2127 0.6480  0.0324
C -2.5210 0.3941 -0.1872  -0.1034
H -2.7105 1.3058 0.3919  0.0612
H 1.7405 3.2326 0.3790  0.0737
H -0.8161 2.6888 -0.4173  0.1073
H -0.8030 0.3869 0.9786  0.0969
H 0.9698 1.9737 1.3193  0.0622
H 0.5175 0.3142 -1.4112  0.0961
O 2.3933 -6.4436 1.5169  -0.0597
C -1.0126 0.0876 -0.0531  -0.2887

Calculated values
HOMO-LUMO gap = 9.5 eV
LUMO level = 0.95 eV
2S+1 = 1
Structure (SMILES) = CCNCC.O
Highest occupied orbital energy = -8.6 eV

=====

## 3
C4H13NO | ωB97M-V with the def2-TZVPD basis set

Last column: Löwdin charge in e.
Element x y z (Å)
H -1.3311 -0.6160 0.2607  0.0751
H -0.4518 0.5572 2.3138  0.1117
C -0.4146 -0.2241 -0.1782  -0.0852
H -4.1468 0.4216 -5.0121  0.0270
H 2.1166 0.8096 -0.3825  0.0833
C 0.7584 -0.3641 0.8075  -0.4465
C 0.5758 0.6541 1.9407  -0.2692
H -4.8275 -0.6487 -5.8953  0.0399
H -0.5350 0.8279 -0.4612  0.0804
H 0.6848 1.6650 1.5632  0.1031
O -4.9930 0.0089 -5.1989  -0.0669
C 2.0974 -0.1596 0.1124  -0.0843
H 0.7067 -1.3503 1.2567  0.1261
H 2.9130 -0.2602 0.8206  0.0623
N 1.4880 0.5024 3.1101  -0.0063
H 2.2519 -0.1304 2.8718  0.0465
H -0.1968 -0.7295 -1.1144  0.0690
H 0.9985 -0.0280 3.8229  0.0539
H 2.3058 -0.9358 -0.6378  0.0800

Calculated values
HOMO-LUMO gap = 10.2 eV
LUMO level = 0.84 eV
2S+1 = 1
Structure (SMILES) = CC(C)CN.O
Highest occupied orbital energy = -9.4 eV

=====

Of them, 1 has the lowest stability.

=====

## 1
C4H13NO | ωB97M-V with the def2-TZVPD basis set

Last column: Löwdin charge in e.
Element x y z (Å)
H -3.3421 1.0108 -0.1750  0.0569
C -0.6407 -0.9088 0.1393  -0.1986
O 3.0972 -1.3140 1.1794  -0.0454
H 1.7119 1.3440 -1.1623  0.0702
N -2.5305 0.5541 -0.5745  -0.0132
C -1.7306 0.0692 0.5824  -0.3023
H 1.3143 -1.0408 -0.5600  0.0679
H 0.0551 1.8018 -0.7750  0.0681
H 0.2702 -0.5408 -1.7913  0.0978
H 3.3070 -0.5006 1.6353  0.0326
H 3.1489 -1.1114 0.2481  0.0172
H -0.1930 -1.3192 1.0515  0.1050
C 0.8780 1.1362 -0.4768  -0.0984
H -2.4923 -0.4059 1.1895  0.0982
H -1.4595 0.9194 1.2199  0.1009
H 1.3084 1.0837 0.5142  0.0656
H -1.1750 -1.6947 -0.3839  0.1028
H -2.0288 1.2500 -1.1132  0.0421
C 0.5015 -0.3330 -0.7476  -0.2672

Calculated values
HOMO-LUMO gap = 10.1 eV
LUMO level = 0.81 eV
2S+1 = 1
Structure (SMILES) = CCCCN.O
Highest occupied orbital energy = -9.3 eV

=====

## 2
C4H13NO | ωB97M-V with the def2-TZVPD basis set

Last column: Löwdin charge in e.
Element x y z (Å)
H -0.8071 -1.4481 -2.3887  0.0750
H 4.2488 -0.3567 1.7284  0.0386
C -1.6205 -0.9496 -1.8592  -0.0912
H -1.6008 0.0811 1.4046  0.0704
C -0.5147 0.2048 1.5028  -0.0964
O 4.1114 -0.0500 2.6361  -0.0615
H -2.0658 1.1251 -1.4342  0.0966
H 1.3697 0.0486 0.4199  0.0996
H -0.8185 0.9018 -2.6718  0.0971
H -2.5588 -1.0464 -2.3838  0.0700
H -1.5574 -1.3446 -0.8449  0.0510
H 3.2030 -0.0696 2.9305  0.0186
H -0.0290 1.7734 -0.5935  0.0865
H 0.2018 -1.0628 -0.1632  0.0913
N 0.0157 0.8193 -0.8914  -0.0898
C -1.1993 0.5239 -1.7194  -0.2725
C 0.2892 -0.0519 0.2467  -0.3191
H -0.4328 1.2809 1.7081  0.0726
H -0.2350 -0.3789 2.3728  0.0632

Calculated values
HOMO-LUMO gap = 9.5 eV
LUMO level = 0.84 eV
2S+1 = 1
Structure (SMILES) = CCNCC.O
Highest occupied orbital energy = -8.7 eV

=====

Of them, 2 has the lowest stability.

=====

## 1
C5H7NS | ωB97M-V with the def2-TZVPD basis set

Last column: Löwdin charge in e.
Element x y z (Å)
H 1.1196 2.2684 2.0134  0.0604
C -0.7516 -0.7187 0.2930  -0.1867
C 0.5841 1.3010 0.2510  -0.1720
H 0.4316 0.5522 2.2290  0.0570
H 0.8967 2.1501 -0.3676  0.1186
S -0.3706 -0.8956 -2.9089  0.6329
N 0.0135 0.2218 -0.4604  -0.1584
C 0.1605 0.1930 -1.8144  -0.6721
H -1.3703 -0.2508 1.0403  0.1121
H -1.3589 -2.6493 0.7734  0.0682
H -0.0854 -2.5244 -0.5741  0.0424
H 0.7390 1.0223 -2.1733  0.0496
C 0.7201 1.3599 1.5641  0.0202
C -0.7284 -2.0301 0.1346  0.0280

Calculated values
HOMO-LUMO gap = 8.8 eV
LUMO level = 0.39 eV
2S+1 = 1
Structure (SMILES) = C=CN(C=C)C=S
Highest occupied orbital energy = -8.4 eV

=====

## 2
C5H7NS | ωB97M-V with the def2-TZVPD basis set

Last column: Löwdin charge in e.
Element x y z (Å)
H 0.2274 1.0996 1.0710  0.1403
S 4.6666 0.2580 -0.0536  0.6022
H 0.2630 -1.4000 0.8096  0.1303
H 0.4840 1.3030 -0.6016  0.1221
H -1.9097 1.7334 -0.0704  0.0964
C 0.5788 -0.7148 0.0015  -0.2045
H -3.4944 -0.0592 -0.2112  0.0661
H -2.1922 -1.3132 -0.0883  0.0513
C 3.1129 -0.1671 -0.0189  -0.7738
C -2.4168 -0.2594 -0.0700  -0.0015
N 2.0240 -0.6168 0.0958  0.0581
C -0.0652 0.6409 0.0804  -0.2167
H 0.2631 -1.2270 -0.9026  0.1226
C -1.5414 0.7224 -0.0415  -0.1929

Calculated values
HOMO-LUMO gap = 9.8 eV
LUMO level = 0.76 eV
2S+1 = 1
Structure (SMILES) = C=CCCN=C=S
Highest occupied orbital energy = -9.0 eV

=====

## 3
C5H7NS | ωB97M-V with the def2-TZVPD basis set

Last column: Löwdin charge in e.
Element x y z (Å)
N -0.9292 -0.3538 0.0728  -0.1485
C 0.2420 -1.0144 0.3969  -0.3302
C -1.7200 -0.7428 -1.0549  -0.2161
H 0.0614 -1.4782 1.3237  0.1193
H 2.3069 1.5799 1.2605  0.1254
H -2.1991 -1.7942 -0.9299  0.0870
H -1.0041 -0.6055 -2.0417  0.1092
H 0.4389 -1.7754 -0.3520  0.1151
C 1.4509 -0.0986 0.6623  -0.0032
H 2.2319 -0.7084 0.9622  0.0732
C 0.4884 2.1989 0.3150  -0.6127
H -2.4853 0.0759 -1.1229  0.0587
S -0.2512 3.4333 -0.2531  0.8238
C 1.3684 1.2833 0.7611  -0.2012

Calculated values
HOMO-LUMO gap (alpha / beta) = 5.1 / 5.1 eV
LUMO level (alpha / beta) = -1.39 / -1.37 eV
2S+1 = 1
Highest occupied orbital energy (alpha / beta) = -6.5 / -6.5 eV

=====

Of them, 3 has the lowest stability.

=====

## 1
C5H7NS | ωB97M-V with the def2-TZVPD basis set

Last column: Löwdin charge in e.
Element x y z (Å)
H -2.4722 -0.2384 0.9014  0.1157
S 2.0904 0.8503 -0.3418  0.9183
N -0.5524 0.1472 0.1249  -0.1357
H -1.1513 2.1498 0.5082  0.0935
H -1.3527 -1.6847 0.4140  0.0771
H 0.2097 -2.2398 -1.2967  0.0350
H -1.0704 -0.6358 1.8599  0.0673
C -0.3921 1.4731 0.3258  -0.2564
H 1.9340 -2.0629 -1.6776  0.1070
C 0.8064 2.0579 0.0203  -0.3764
C 1.0399 -0.4898 -0.5180  -0.5170
H 1.2959 3.0122 -0.1212  0.0417
C -1.4204 -0.6931 0.8596  -0.1012
C 1.0352 -1.6461 -1.0587  -0.0689

Calculated values
HOMO-LUMO gap = 8.1 eV
LUMO level = 0.97 eV
2S+1 = 1
Structure (SMILES) = C=C1SC=CN1C
Highest occupied orbital energy = -7.2 eV

=====

## 2
C5H7NS | ωB97M-V with the def2-TZVPD basis set

Last column: Löwdin charge in e.
Element x y z (Å)
H 1.0791 0.6754 -1.9515  0.0261
H -0.0964 -0.6596 2.8876  0.0594
C 0.1652 -1.6577 0.9997  -0.2449
H -0.2108 0.8764 -3.0017  0.0104
C -0.3381 -0.6758 1.8773  -0.1756
C -1.0209 0.4383 1.4407  -0.2070
C -1.3184 0.6819 0.1192  -0.3944
S -1.0088 -0.4912 -1.0945  1.0126
H -1.9386 1.6062 0.0153  0.0808
H 0.9649 -2.3825 1.3651  0.1271
N -0.1020 -1.7647 -0.3150  -0.2379
H 0.6546 -0.6381 -2.9946  0.0666
C 0.2332 0.1861 -2.3515  -0.2449
H -1.3213 1.2456 2.1485  0.1215

Calculated values
HOMO-LUMO gap = 7.8 eV
LUMO level = 0.78 eV
2S+1 = 1
Highest occupied orbital energy = -7.0 eV

=====

## 3
C5H7NS | ωB97M-V with the def2-TZVPD basis set

Last column: Löwdin charge in e.
Element x y z (Å)
C -0.6423 0.8011 0.9810  -0.2602
H -1.3228 1.4960 1.4045  0.1016
H 2.3757 -0.7389 -0.5170  0.1362
H -1.1544 -1.4078 1.6664  0.1352
S -1.9935 -0.4417 -0.5442  0.8350
H 0.9952 0.2044 -2.0116  0.1305
C -0.6300 0.9540 -0.5204  -0.4048
N 1.6525 -0.2285 0.0946  0.0233
C 0.4199 -1.0275 -0.0562  -0.3456
H -0.5956 1.8941 -1.0697  0.1053
H 0.5035 -1.9508 -0.5157  0.1030
H 0.4376 0.9476 1.2111  0.1068
C -0.7555 -0.7256 0.8356  -0.4404
C 0.7097 0.2235 -0.9584  -0.2258

Calculated values
HOMO-LUMO gap = 9.2 eV
LUMO level = 0.77 eV
2S+1 = 1
Highest occupied orbital energy = -8.5 eV

=====

Of them, 3 has the lowest stability.

=====

## 1
C5H4 | ωB97M-V with the def2-TZVPD basis set

Last column: Löwdin charge in e.
Element x y z (Å)
H -0.7785 0.5271 1.1795  0.1196
C -1.1608 1.0929 -1.8541  0.0782
H 2.9750 -1.2035 1.4406  0.0353
C 1.9874 -0.9133 1.0791  0.1073
H -1.1403 -1.0606 0.6961  0.1598
C -0.4586 -0.1588 0.3846  -0.2478
H -1.5900 1.7734 -2.6767  0.0738
C -0.7243 0.5267 -0.9058  -0.1525
C 0.8901 -0.5839 0.6567  -0.1738

Calculated values
HOMO-LUMO gap = 10.8 eV
LUMO level = 0.93 eV
2S+1 = 1
Structure (SMILES) = C#CCC#C
Highest occupied orbital energy = -9.8 eV

=====

## 2
C5H4 | ωB97M-V with the def2-TZVPD basis set

Last column: Löwdin charge in e.
Element x y z (Å)
C -2.3735 -0.4570 -0.0245  0.1726
H 0.0676 1.8302 0.9343  0.1031
C -0.1077 1.2937 0.0192  0.0035
C -1.2860 0.2130 -0.0225  -0.3050
H -0.0813 1.9119 -0.8924  0.1138
C 0.1626 -0.1401 -0.0291  -0.3038
H 0.6784 -2.2178 0.2181  0.0799
H 2.0150 -1.2654 -0.2091  0.0818
C 0.9250 -1.1685 0.0060  0.0540

Calculated values
HOMO-LUMO gap = 9.4 eV
LUMO level = -0.22 eV
2S+1 = 1
Highest occupied orbital energy = -9.6 eV

=====

## 3
C5H4 | ωB97M-V with the def2-TZVPD basis set

Last column: Löwdin charge in e.
Element x y z (Å)
C 0.9187 0.0782 -0.2112  -0.0959
C -0.2287 0.5508 -0.6382  -0.1426
C -2.5379 -0.4641 0.1280  0.1096
H 2.7728 -0.9351 0.1164  0.0610
H -3.4660 -0.8907 0.4365  0.0243
H 2.2142 0.4236 1.2753  0.0679
H -0.2232 1.4279 -1.2815  0.1101
C 2.0342 -0.1918 0.3998  0.0170
C -1.4841 0.0012 -0.2250  -0.1514

Calculated values
HOMO-LUMO gap = 10.1 eV
LUMO level = 0.91 eV
2S+1 = 1
Structure (SMILES) = C#CC=C=C
Highest occupied orbital energy = -9.2 eV

=====

Of them, 2 has the lowest stability.

=====

## 1
C3H2BrNO2 | ωB97M-V with the def2-TZVPD basis set

Last column: Löwdin charge in e.
Element x y z (Å)
H 0.4786 0.0870 0.6172  0.0965
C -1.2551 -2.9857 0.1188  -0.4950
O -2.0194 -3.1861 0.9319  0.2163
Br 0.6033 -3.1957 -1.9540  0.7180
N -0.3625 -2.5286 -0.5145  -0.3810
C -0.4718 0.4209 0.1064  -0.0092
H -0.8723 1.4578 0.3199  0.0968
C -1.2627 -0.1501 -0.6886  -0.3851
O -1.9857 -0.6359 -1.4551  0.1427

Calculated values
HOMO-LUMO gap = 8.7 eV
LUMO level = -0.68 eV
2S+1 = 1
Structure (SMILES) = O=C=NBr.C=C=O
Highest occupied orbital energy = -9.4 eV

=====

## 2
C3H2BrNO2 | ωB97M-V with the def2-TZVPD basis set

Last column: Löwdin charge in e.
Element x y z (Å)
C -0.1533 -1.6941 -0.0295  -0.4688
C 0.6006 0.8892 0.1606  -0.5236
H -0.0829 -0.0124 0.1238  0.0338
O 1.0038 -1.6571 0.0617  0.0826
N -1.2999 -1.5189 -0.3079  0.2111
H -2.1614 -1.8229 0.1569  0.1204
O -0.5321 2.9344 -0.3067  0.0716
C 0.1167 2.0806 0.3009  -0.2508
Br 2.5086 0.8010 -0.1598  0.7237

Calculated values
HOMO-LUMO gap = 8.8 eV
LUMO level = -0.09 eV
2S+1 = 1
Structure (SMILES) = O=C=CBr.N=C=O
Highest occupied orbital energy = -8.9 eV

=====

Of them, 2 has the lowest stability.